1.
C13H17ClN2O4Os | ωB97M-V/def2-TZVPD

Summary:
2S+1 = 5
electronic energy = -39884.7667 eV
frontier orbital gap (alpha / beta) = 5.17 / 5.05 eV
charge = +2
HOMO (alpha / beta) = -14.93 / -14.83 eV

Element x y z (Å)
H -2.97 -1.00 -0.17
O 0.20 1.29 5.82
Cl -0.17 -0.10 6.15
C 0.70 -1.62 -3.65
C 0.64 0.70 -2.55
H -0.13 1.26 2.09
H -0.28 -2.92 -0.14
C -2.51 -0.02 -0.15
O 1.23 -1.00 3.27
C 1.16 2.92 -3.43
H -1.12 1.21 3.52
Os -1.36 0.13 -1.64
H 0.73 -3.69 -4.30
C 0.50 -0.73 -2.55
C 1.01 1.55 -3.63
H 1.46 -1.13 4.22
C 0.49 2.62 -1.12
H -0.50 -0.83 2.20
H 0.23 3.00 -0.14
H 0.67 1.46 3.70
H -3.18 0.70 -0.67
C 0.23 -3.48 -2.18
H -0.66 -0.88 4.02
H 0.93 -1.16 -4.62
O 0.99 -1.02 5.87
C 0.92 3.45 -2.15
O -1.34 -0.55 5.21
C 0.02 -2.60 -1.13
H 1.03 4.52 -1.99
H 0.11 -4.56 -2.03
H 1.48 3.58 -4.25
N 0.13 -1.24 -1.33
N 0.31 1.28 -1.34
C 0.56 -2.99 -3.46
H 1.13 1.08 -4.60
H -2.49 0.31 0.89
C -0.02 -0.48 3.14
C -0.13 0.96 3.14

Löwdin atomic charge list, values in e, 2 entries: atom 1 (H): 0.045, atom 2 (O): -0.403

---

2.
C13H17F3N2O2SScSi | ωB97M-V/def2-TZVPD

Summary:
electronic energy = -68396.5375 eV
energy relative to the best compared isomer or geometry (same formula, charge and spin) = 49.6 kJ/mol
frontier orbital gap = 8.11 eV
charge = +1
HOMO = -11.62 eV

Element x y z (Å)
H -2.38 4.41 4.23
H 4.33 -0.64 1.79
C 3.07 -0.09 -0.52
C -0.04 -0.12 3.02
C 4.50 -0.17 -0.34
H 4.87 0.85 -0.24
H -0.31 2.24 5.38
C -0.21 0.42 4.27
H 5.92 -0.93 1.09
H 2.51 4.68 3.96
O -3.81 -0.03 -1.29
H 4.60 -2.06 0.76
F -1.81 -0.02 -3.52
C 0.27 2.00 2.09
Si 0.04 4.54 3.66
H -0.09 -1.19 2.87
Sc -0.05 0.59 -0.16
C -0.16 1.80 4.41
H 4.95 -0.61 -1.23
H -1.63 5.81 4.99
C -0.12 5.67 2.17
H 1.69 5.95 4.86
H -0.39 -0.22 5.12
C -1.55 0.12 -2.27
C 0.07 2.64 3.32
H -1.41 4.22 5.69
H 1.73 4.30 5.49
N 0.21 0.64 1.95
H -0.95 5.37 1.52
C -2.66 0.16 -1.06
C 1.64 4.89 4.58
H 0.78 5.70 1.57
C 4.85 -1.01 0.91
C -1.48 4.76 4.74
N 1.93 -0.03 -0.62
F -0.75 1.27 -2.11
F -0.61 -0.86 -1.90
S 0.60 2.83 0.58
H -0.33 6.68 2.52
O -1.97 0.38 -0.01

Löwdin atomic charge list, values in e, 2 entries: atom 1 (H): 0.042, atom 2 (H): 0.084

---

3.
C13H17F3NO6S | ωB97M-V/def2-TZVPD

Summary:
electronic energy = -46521.2412 eV
energy relative to the best compared isomer or geometry (same formula, charge and spin) = 15.4 kJ/mol
frontier orbital gap = 7.53 eV
charge = -1
HOMO = -4.77 eV

Element x y z (Å)
O 0.48 -0.34 7.07
H -1.88 2.37 2.59
C 3.36 -1.49 0.38
C -1.41 0.07 1.04
H 2.92 -0.18 8.28
O 1.60 1.94 1.73
F 0.75 -1.83 2.88
C 4.01 -0.82 6.43
H 4.38 -1.55 -0.01
C -0.56 -1.78 3.22
O 1.59 -0.22 1.15
C 1.60 -0.55 6.61
H -3.40 -0.64 -0.39
H 2.75 -1.94 7.81
H -5.18 0.83 0.40
C 1.02 0.86 1.69
H -0.07 2.71 2.88
S -1.31 -0.09 3.43
H -0.77 2.88 1.27
F -1.29 -2.52 2.29
O 3.85 -0.42 3.98
H -3.40 -1.52 1.17
H 3.30 -2.14 1.26
H 2.68 -1.85 -0.39
C 2.86 -0.90 7.45
N 1.98 -0.50 5.30
H 4.70 0.00 6.65
C -3.58 -0.55 0.69
H -5.16 0.11 2.02
C 3.01 -0.09 0.77
F -0.75 -2.41 4.42
H 3.09 0.60 -0.08
C -0.85 2.29 2.20
O -1.02 -0.71 0.20
H 3.59 0.25 1.63
C -4.98 -0.08 0.96
C -0.52 0.80 2.07
C 3.30 -0.55 5.08
H -5.68 -0.85 0.63
H 4.51 -1.80 6.41
O -2.70 0.45 1.19

Löwdin atomic charge list, values in e, 2 entries: atom 1 (O): -0.027, atom 2 (H): 0.079

---

4.
C13H17HgI2N4O5S | ωB97M-V/def2-TZVPD

Summary:
2S+1 = 2
electronic energy = -61165.8260 eV
energy relative to the best compared isomer or geometry (same formula, charge and spin) = 70.7 kJ/mol
frontier orbital gap (alpha / beta) = 5.62 / 7.30 eV
HOMO (alpha / beta) = -6.42 / -8.13 eV

Element x y z (Å)
O -1.28 -0.42 -2.13
H -3.16 -1.71 -0.63
C -0.58 -1.14 1.13
H 2.68 -0.67 3.45
C 0.73 -0.78 -4.23
H 3.68 -3.86 3.95
N -1.63 2.73 -2.02
C 0.37 3.55 -1.00
H 1.38 0.72 2.19
H 2.50 -2.58 4.27
N 2.90 -0.52 2.48
O 0.61 3.91 -2.15
N 2.36 0.64 1.91
C 3.41 -2.83 3.72
N -0.34 -0.49 -0.04
C -3.56 1.86 -1.05
H 0.80 -1.19 -5.23
C 2.92 -1.64 1.68
C -2.12 -2.00 -0.49
H -3.54 1.83 1.09
H -1.01 3.01 -2.80
C -1.04 2.95 -0.84
H -1.95 -2.90 -1.10
S 1.36 3.53 0.37
C -2.99 2.09 0.20
H 2.91 1.45 2.14
I 1.97 -1.93 -2.95
H 4.23 -2.17 4.01
C -1.71 -2.16 0.97
H -0.27 -0.82 -3.82
H -1.32 -3.15 1.21
H -4.54 1.42 -1.16
H -2.50 -1.93 1.68
H -1.23 2.79 1.26
H -3.18 2.03 -3.18
I 1.28 1.27 -4.36
C -2.84 2.19 -2.17
C -1.72 2.63 0.31
O 3.18 -2.80 2.32
Hg 1.69 0.59 -0.63
O 0.00 -0.94 2.19
O 2.76 -1.65 0.49
C -1.21 -0.89 -1.01

Löwdin atomic charge list, values in e, 2 entries: atom 1 (O): -0.046, atom 2 (H): 0.113